Here is a molecular structure, C25H48LaOP2 at a distorted geometry from OMol25. Energies are from wB97M-V/def2-TZVPD.

```
77
Properties=species:S:1:pos:R:3:forces:R:3:lowdin_charge:R:1
La 0.109942 0.047957 0.500506 -0.81 0.09 0.62 1.65
C -1.982969 1.613376 0.904770 -0.97 -0.53 1.26 -0.37
C -2.442895 0.707882 -0.096418 0.07 0.15 0.54 -0.37
C -2.181700 -0.463062 1.867552 -0.88 0.69 -0.49 -0.33
C -1.930887 0.909103 2.165824 -0.70 -0.07 -1.84 -0.28
C -2.548342 -0.577804 0.482923 -0.06 0.91 1.07 -0.34
C -1.838699 3.094003 0.741435 0.05 0.17 0.04 -0.05
H -1.424475 3.305289 -0.254188 -0.17 0.28 0.17 0.07
H -1.142534 3.506720 1.497055 -0.42 -0.04 -0.43 0.06
H -2.817401 3.606051 0.841512 0.53 -0.10 -0.12 0.11
C -1.944168 1.604017 3.491059 -0.01 -0.05 -0.88 -0.01
H -1.726128 2.659495 3.315311 -0.08 -0.07 0.37 0.07
H -1.198197 1.172027 4.119066 0.23 0.17 0.77 0.04
H -2.947451 1.504782 3.926770 0.32 0.08 0.07 0.11
C -2.300673 -1.604014 2.819171 0.11 -0.15 0.33 -0.03
H -3.357242 -1.822445 3.071603 0.49 0.10 -0.05 0.10
H -1.734341 -1.379724 3.735002 -0.48 -0.43 -0.36 0.06
H -1.877983 -2.506820 2.348069 -0.13 0.12 0.40 0.06
C -3.193306 -1.777265 -0.101190 0.09 -0.49 -0.26 -0.04
H -4.292770 -1.751631 0.012157 0.43 0.03 -0.12 0.11
H -2.833690 -2.691249 0.394551 -0.22 0.21 -0.24 0.06
H -2.935836 -1.836845 -1.162681 -0.29 -0.26 -0.04 0.07
C -3.012025 1.172230 -1.382831 -0.04 0.16 -0.61 -0.03
H -3.992102 1.658048 -1.218941 0.35 -0.22 -0.15 0.11
H -3.139248 0.343267 -2.080014 -0.15 0.09 -0.05 0.06
H -2.356813 1.907257 -1.865207 -0.19 0.00 -0.06 0.06
C 1.567379 0.459818 -2.610565 -0.15 0.19 -0.20 -0.15
C 0.550307 1.317908 -2.761671 0.22 -0.06 0.07 -0.13
C -0.046591 1.567715 -4.124228 -0.19 0.74 -0.12 -0.16
C -0.915394 0.436793 -4.750328 -0.57 0.13 -0.30 -0.17
C -1.045865 -0.839324 -3.968934 -0.15 0.01 0.19 -0.11
C -0.018027 -1.680110 -3.865731 0.08 -0.11 0.33 -0.11
C 1.311049 -1.352263 -4.490980 0.16 -0.60 -0.33 -0.18
C 2.156810 -0.243276 -3.808723 0.83 -0.07 0.12 -0.17
H 0.736106 1.808539 -4.865196 -0.08 -0.02 0.53 0.12
H -0.515094 0.236786 -5.759111 -0.24 -0.06 0.37 0.12
H -0.685679 2.463238 -4.070505 0.33 -0.23 0.04 0.11
H 2.431531 0.482141 -4.596270 -0.14 -0.07 0.53 0.12
H 2.071974 0.252215 -1.650686 -0.25 0.30 -0.24 0.07
H 0.129337 1.923049 -1.941850 0.26 -0.36 -0.12 0.08
H 3.106677 -0.707904 -3.502287 -0.24 0.24 -0.05 0.11
H 1.929309 -2.258960 -4.481589 -0.22 0.15 -0.18 0.11
H -0.052925 -2.626033 -3.303642 -0.32 0.48 -0.22 0.10
H 1.188443 -1.070703 -5.550050 -0.10 -0.20 0.36 0.12
H -1.920766 0.855864 -4.886427 0.24 -0.19 -0.11 0.11
H -2.025685 -0.993125 -3.492014 0.59 -0.32 -0.19 0.09
P 1.880985 2.007772 1.403823 -0.29 0.54 0.16 0.67
C 1.480380 2.775588 2.975749 -0.03 0.11 0.66 -0.24
H 2.299110 3.425986 3.291339 -0.04 0.04 0.06 0.06
H 1.301357 2.013240 3.736389 0.14 0.06 -0.14 0.03
H 0.564588 3.368341 2.911837 0.14 -0.02 -0.17 0.04
C 3.527394 1.323197 1.612143 0.68 -0.19 0.15 -0.26
H 4.192430 2.074020 2.040183 0.15 -0.04 0.00 0.06
H 3.950270 0.982819 0.663035 -0.07 0.17 -0.05 0.04
H 3.504399 0.450508 2.271577 -0.17 0.19 0.05 0.05
C 2.045087 3.419903 0.322096 0.42 0.78 -0.36 -0.28
H 2.460107 3.139914 -0.647256 0.11 -0.02 0.03 0.04
H 2.684043 4.164055 0.796556 0.08 0.25 -0.22 0.05
H 1.065490 3.867831 0.125709 0.08 -0.06 0.18 0.04
P 1.063296 -2.582728 0.540377 -0.11 -0.83 0.97 0.69
C -0.165313 -3.791613 0.026880 -0.38 -0.65 -0.91 -0.27
H 0.292108 -4.677133 -0.410733 -0.05 -0.20 0.01 0.06
H -0.860490 -3.366893 -0.702977 0.18 -0.07 -0.07 0.02
H -0.784852 -4.103282 0.875035 0.32 0.13 0.02 0.05
C 2.660354 -2.750970 -0.264483 0.82 -0.29 -0.61 -0.27
H 2.612927 -2.813439 -1.351559 -0.18 -0.08 -0.06 0.04
H 3.211040 -3.614120 0.112349 0.00 -0.08 -0.09 0.06
H 3.275701 -1.864290 -0.052109 -0.23 -0.13 0.15 0.04
C 1.437563 -3.248185 2.173913 0.16 -0.03 0.54 -0.27
H 1.678755 -4.306523 2.057145 0.07 -0.03 0.13 0.06
H 0.583115 -3.138770 2.845235 -0.01 -0.03 -0.20 0.04
H 2.268359 -2.725123 2.649074 0.03 -0.02 -0.14 0.05
C 0.574861 -0.544257 4.109503 -0.42 1.61 -0.67 -0.21
O 0.649738 -0.308230 2.687444 0.70 -0.62 1.14 -0.61
H -0.470328 -0.331388 4.459218 0.98 -1.06 -0.11 0.05
H 1.119597 0.227951 4.699882 0.24 -0.30 -0.51 0.07
H 0.986997 -1.507186 4.450513 -0.45 0.09 -0.35 0.07
```
Positions in Å, forces in eV/Å.

- total charge = +1

=====

Here is 8 unconnected molecules or ions with the total composition C47H42Br2F7O6P from OMol25. Energies are from wB97M-V/def2-TZVPD.

```
105
Properties=species:S:1:pos:R:3:forces:R:3:lowdin_charge:R:1
C 6.384179 0.152761 1.307861 -0.28 -0.18 -0.10 -0.09
C 5.442201 -0.744719 0.546794 0.01 0.28 0.01 -0.75
Br 5.781725 -2.582558 0.639020 -0.04 -0.17 -0.03 0.79
C 4.432593 -0.254724 -0.166501 -0.08 -0.27 -0.04 -0.75
Br 3.258927 -1.322072 -1.201346 0.04 0.19 -0.04 0.87
O 4.302077 1.115643 -0.257917 0.00 -0.02 -0.14 0.02
C 3.383731 1.721554 0.558761 0.00 -0.46 -0.43 -0.58
O 3.597528 2.765518 1.056045 0.25 0.69 0.33 0.21
O 2.247267 1.018470 0.649999 0.29 -0.66 0.46 -0.10
C 1.970057 0.560887 2.002145 -0.40 0.31 -0.39 -0.12
P 0.524022 -0.557476 1.911597 -0.36 0.38 0.29 0.42
O -0.498660 -0.186062 2.880778 0.03 -0.09 0.08 -0.23
O 0.031089 -0.436131 0.411888 -0.01 -0.27 -0.15 -0.11
O 1.078272 -2.027862 2.128975 0.27 -0.20 -0.26 -0.10
H 6.917585 0.803627 0.618772 0.04 0.07 -0.01 0.10
H 5.816423 0.774155 1.998897 0.10 0.10 0.07 0.09
H 7.092628 -0.451102 1.861073 0.09 0.05 0.10 0.06
H 2.849212 0.063986 2.407306 0.04 -0.02 0.13 0.12
H 1.666312 1.405864 2.615122 0.14 0.06 0.14 0.12
H 0.659028 -0.765620 -0.247902 -0.01 0.15 -0.09 0.03
H 1.707716 -2.327978 1.455480 -0.05 -0.07 0.12 0.07
F 2.710876 -2.842095 -4.009949 -0.05 0.03 0.01 0.00
C 3.442374 -2.375543 -5.049628 0.06 0.03 -0.03 -0.29
C 2.785894 -1.869928 -6.151360 -0.13 0.01 -0.01 -0.01
C 3.544982 -1.389564 -7.208290 0.06 -0.01 0.02 -0.08
C 4.931104 -1.426080 -7.149122 0.01 0.01 -0.02 -0.09
C 5.563650 -1.943196 -6.027121 -0.04 0.02 -0.04 -0.08
C 4.817459 -2.422945 -4.960758 0.07 -0.03 0.09 -0.02
H 1.704678 -1.855169 -6.176203 0.00 0.00 0.02 0.12
H 3.049868 -0.984884 -8.080267 -0.02 0.00 -0.01 0.11
H 5.517400 -1.052057 -7.977094 0.01 0.00 -0.01 0.10
H 6.643551 -1.976102 -5.980089 0.02 0.00 0.01 0.11
H 5.286266 -2.828169 -4.074001 -0.02 -0.02 0.00 0.12
F 0.672829 2.085036 7.384958 0.01 0.00 0.00 0.05
C -0.572071 2.231558 6.879397 -0.09 0.02 -0.03 -0.29
C -1.460357 3.063116 7.530450 0.02 0.05 0.09 -0.02
C -2.734517 3.210687 7.001319 0.00 -0.03 -0.05 -0.09
C -3.100489 2.531324 5.847263 -0.04 0.00 0.00 -0.09
C -2.186824 1.698491 5.214679 -0.08 0.05 0.02 -0.07
C -0.909441 1.546228 5.730733 0.16 -0.09 -0.06 -0.02
H -1.155278 3.580239 8.430099 0.02 0.00 -0.01 0.12
H -3.442037 3.865476 7.491515 0.02 0.04 0.01 0.09
H -4.096999 2.652385 5.442636 -0.01 0.01 0.00 0.10
H -2.457690 1.161316 4.316034 0.04 -0.01 -0.02 0.10
H -0.187601 0.904562 5.243956 -0.03 -0.02 0.00 0.10
F 3.535733 9.499490 3.909260 0.00 0.00 0.00 0.05
C 3.489698 8.319021 3.255220 0.00 -0.05 -0.03 -0.29
C 4.641567 7.839387 2.666514 0.10 0.03 0.00 -0.02
C 4.587765 6.624631 1.997968 -0.06 0.00 0.02 -0.08
C 3.397532 5.914256 1.921933 -0.02 0.04 -0.02 -0.09
C 2.253941 6.423538 2.522474 0.06 0.01 -0.01 -0.08
C 2.293358 7.634240 3.199186 -0.10 0.02 0.04 -0.02
H 5.557305 8.411011 2.734168 -0.01 0.01 0.02 0.12
H 5.482436 6.230525 1.534613 0.01 0.01 -0.01 0.10
H 3.361865 4.970338 1.400331 0.00 0.03 0.02 0.07
H 1.323220 5.874954 2.465516 -0.02 0.00 0.01 0.11
H 1.415512 8.045418 3.678868 0.01 0.02 0.00 0.12
F 3.118270 -6.006523 -2.307885 0.00 0.00 0.01 0.05
C 2.018014 -6.548385 -2.876703 -0.05 -0.02 -0.03 -0.28
C 1.840449 -7.915126 -2.815048 0.07 -0.08 0.05 -0.02
C 0.705829 -8.462313 -3.396722 -0.02 0.05 -0.02 -0.08
C -0.222702 -7.647109 -4.029127 -0.01 0.01 -0.03 -0.09
C -0.016551 -6.275222 -4.077638 0.03 -0.08 0.02 -0.08
C 1.111374 -5.713639 -3.496242 -0.03 0.11 0.01 -0.02
H 2.578370 -8.531961 -2.320254 0.01 0.02 0.01 0.12
H 0.545936 -9.531100 -3.353559 0.01 -0.02 0.00 0.11
H -1.104025 -8.080347 -4.479011 -0.02 -0.01 0.00 0.08
H -0.736556 -5.636681 -4.571892 -0.01 0.02 0.00 0.10
H 1.291882 -4.648867 -3.517580 0.03 0.00 -0.02 0.10
F -3.238778 -9.205438 -4.270556 -0.01 -0.04 -0.01 0.04
C -4.326601 -8.560841 -4.746247 -0.05 0.05 -0.02 -0.29
C -4.960081 -7.642006 -3.935365 0.03 0.03 0.11 -0.02
C -6.073376 -6.979424 -4.430907 0.00 -0.02 -0.06 -0.08
C -6.534153 -7.244384 -5.713024 -0.02 0.01 -0.01 -0.10
C -5.877558 -8.174950 -6.506061 -0.02 0.03 0.04 -0.08
C -4.760397 -8.841980 -6.025134 0.05 -0.07 -0.07 -0.02
H -4.584710 -7.455318 -2.938362 0.02 -0.01 -0.01 0.12
H -6.581585 -6.253105 -3.811494 -0.01 0.00 0.02 0.10
H -7.403792 -6.726201 -6.093138 -0.01 0.00 -0.01 0.10
H -6.235682 -8.385432 -7.504541 0.01 0.00 -0.02 0.10
H -4.230106 -9.567933 -6.626325 0.01 -0.01 0.02 0.12
F -5.900163 6.022938 7.444639 0.01 0.01 0.00 0.06
C -6.783456 5.072296 7.077159 -0.04 -0.05 -0.02 -0.29
C -6.533976 3.762198 7.429664 0.09 -0.07 0.07 -0.02
C -7.443251 2.785813 7.050884 -0.05 0.04 -0.04 -0.08
C -8.577526 3.129347 6.328634 -0.01 -0.02 -0.01 -0.10
C -8.803923 4.455198 5.985554 0.03 -0.05 0.02 -0.08
C -7.903772 5.441560 6.361373 -0.03 0.09 -0.03 -0.02
H -5.643101 3.515820 7.990315 -0.01 0.00 0.02 0.10
H -7.262473 1.754325 7.321093 0.02 -0.01 0.00 0.11
H -9.283260 2.365034 6.033414 -0.01 0.00 0.00 0.10
H -9.685458 4.725536 5.420310 -0.01 0.01 0.00 0.10
H -8.061983 6.480936 6.108150 0.02 0.00 0.00 0.12
F 0.274178 5.039731 -4.982411 0.00 0.01 -0.01 0.06
C 0.438176 4.202160 -3.938356 0.01 -0.04 0.05 -0.29
C 1.690275 3.673973 -3.699987 0.09 0.01 -0.05 -0.01
C 1.851370 2.813619 -2.623716 -0.04 -0.02 0.04 -0.07
C 0.771740 2.493679 -1.811126 -0.01 -0.01 -0.06 -0.08
C -0.477422 3.038231 -2.076326 0.05 0.00 -0.02 -0.07
C -0.652139 3.903045 -3.146536 -0.10 0.03 0.00 -0.01
H 2.515968 3.934637 -4.347944 -0.01 0.02 0.00 0.12
H 2.828675 2.392218 -2.422518 0.01 -0.01 -0.02 0.10
H 0.901266 1.821958 -0.976659 -0.07 0.01 0.00 0.07
H -1.320306 2.788602 -1.446015 -0.01 0.00 0.01 0.11
H -1.614384 4.343780 -3.368829 0.01 0.01 -0.02 0.12
```
Positions in Å, forces in eV/Å.

- total charge = 0
- SMILES = C/C(Br)=C(/Br)OC(=O)OCP(=O)(O)O.Fc1ccccc1.Fc1ccccc1.Fc1ccccc1.Fc1ccccc1.Fc1ccccc1.Fc1ccccc1.Fc1ccccc1

=====

Here is a molecular structure, C39H35AuF3O4 at a distorted geometry from OMol25. Energies are from wB97M-V/def2-TZVPD.

```
82
Properties=species:S:1:pos:R:3:forces:R:3:lowdin_charge:R:1
Au -1.794812 -0.815272 -0.864493 -0.54 1.44 0.13 1.28
C 2.616359 0.321401 3.749997 0.00 -0.01 0.06 0.02
C 2.510306 0.785463 2.308014 -0.06 -0.01 -0.07 -0.57
C 3.717402 1.601310 1.884368 0.05 0.04 -0.04 0.02
O 2.389440 -0.345057 1.458744 -0.06 -0.01 0.01 -0.01
C 1.094524 -0.388122 0.869745 0.02 0.06 0.12 -0.15
C 0.414376 0.913868 1.264340 0.09 -0.09 -0.03 -0.16
O 1.345130 1.573909 2.121184 -0.09 0.02 0.04 -0.01
C -0.993603 0.658140 1.894771 -0.09 0.22 0.00 -0.44
O -1.636318 -0.415019 1.306075 0.27 -0.67 0.05 -0.29
C -0.836920 0.379057 3.401021 -0.01 -0.02 -0.03 -0.14
C -0.970361 -0.923773 3.861145 0.03 -0.04 0.05 -0.02
C -0.804648 -1.222404 5.210640 0.01 0.03 -0.03 -0.09
C -0.517751 -0.213899 6.118791 -0.01 0.00 -0.03 -0.11
C -0.405922 1.097652 5.668798 -0.01 -0.02 -0.03 -0.10
C -0.563448 1.389102 4.322638 -0.01 -0.01 -0.01 -0.03
C -1.883348 1.906729 1.731693 -0.03 -0.01 -0.05 -0.13
C -3.226901 1.773465 2.088559 -0.01 -0.02 -0.07 -0.02
C -4.117892 2.818452 1.924318 0.02 0.01 0.00 -0.09
C -3.683260 4.032922 1.398304 0.00 -0.03 0.02 -0.11
C -2.352712 4.181471 1.050367 0.03 -0.04 0.02 -0.10
C -1.457545 3.124877 1.218132 -0.01 0.07 0.11 -0.03
C 1.154138 -0.545939 -0.682702 -0.01 -0.15 -0.25 -0.40
O 0.017656 0.018385 -1.275917 0.06 0.05 0.05 -0.32
C 1.184562 -2.031349 -1.101061 0.04 0.05 -0.08 -0.12
C 0.404952 -2.980028 -0.437183 0.05 -0.05 0.02 -0.05
C 0.281478 -4.276169 -0.921335 0.04 0.00 -0.03 -0.08
C 0.943121 -4.658578 -2.079274 -0.03 0.01 0.05 -0.10
C 1.713672 -3.724126 -2.754967 0.00 0.03 0.01 -0.08
C 1.825287 -2.427059 -2.273855 -0.05 -0.03 -0.03 -0.03
C 2.372728 0.215566 -1.211444 0.01 -0.01 0.05 -0.15
C 2.199998 1.444366 -1.834405 0.04 0.03 0.02 -0.02
C 3.295506 2.171595 -2.293073 0.00 -0.03 0.02 -0.09
C 4.578820 1.669846 -2.145526 -0.03 -0.02 0.01 -0.11
C 4.760347 0.435045 -1.530549 -0.02 0.02 0.01 -0.09
C 3.669370 -0.277826 -1.062645 0.00 0.01 0.01 -0.05
H 3.534280 -0.255380 3.880431 -0.02 0.01 0.00 0.09
H 1.762211 -0.302501 4.008514 -0.01 -0.01 0.00 0.08
H 2.635946 1.182566 4.419563 0.00 -0.01 0.00 0.09
H 4.620151 0.990028 1.936813 -0.02 0.01 0.00 0.09
H 3.830292 2.462220 2.545659 0.00 -0.01 -0.01 0.09
H 3.582743 1.948659 0.859955 0.01 -0.01 0.00 0.08
H 0.538496 -1.212628 1.305758 0.04 -0.04 0.02 0.12
H 0.277610 1.527132 0.377510 0.00 -0.03 -0.06 0.13
H -1.221708 -1.687595 3.136414 0.00 0.00 0.03 0.11
H -0.907225 -2.246013 5.552196 0.00 0.01 -0.01 0.09
H -0.391596 -0.443283 7.170302 0.00 0.00 0.00 0.09
H -0.191304 1.895086 6.371021 0.00 0.00 -0.01 0.09
H -0.468144 2.411380 3.977691 0.00 -0.01 0.00 0.12
H -3.560495 0.816378 2.471459 0.00 0.01 -0.01 0.12
H -5.157859 2.688183 2.199340 0.00 0.00 0.00 0.09
H -4.379260 4.852045 1.263747 0.00 0.00 0.00 0.09
H -1.998886 5.121884 0.644391 0.00 0.00 0.00 0.09
H -0.418001 3.277068 0.956326 -0.01 0.01 0.00 0.11
H -0.132002 -2.719719 0.467488 -0.01 0.00 -0.01 0.10
H -0.342417 -4.983870 -0.389157 0.01 0.00 0.00 0.10
H 0.850027 -5.669727 -2.456506 -0.01 0.01 0.00 0.09
H 2.221180 -3.999635 -3.671879 0.00 0.00 0.00 0.10
H 2.406383 -1.704485 -2.831940 -0.01 -0.02 0.00 0.11
H 1.193936 1.821758 -1.956070 0.00 0.00 -0.01 0.11
H 3.139328 3.131868 -2.770093 0.00 0.00 0.00 0.10
H 5.431975 2.231592 -2.506451 0.00 0.00 0.00 0.09
H 5.758536 0.031993 -1.406429 0.00 0.00 0.00 0.10
H 3.820493 -1.230882 -0.572663 0.00 0.01 0.00 0.12
F -3.831084 -2.634423 -1.645529 -0.08 -0.01 -0.07 0.03
C -3.588343 -1.716948 -0.668286 0.16 0.21 0.07 -0.68
F -3.645054 -2.410982 0.490740 -0.08 -0.07 0.07 0.05
F -4.676602 -0.899306 -0.666711 0.01 -0.07 0.03 0.03
C -2.500955 0.298024 -2.519155 0.38 -1.07 -0.06 -0.14
C -2.178784 -0.331631 -3.826402 -0.05 0.18 0.05 -0.29
C -0.906364 -0.192730 -4.387178 0.02 -0.04 0.00 -0.05
C -0.598326 -0.795702 -5.596500 -0.03 0.00 0.03 -0.09
C -1.555500 -1.543749 -6.272514 0.00 0.00 0.01 -0.11
C -2.823942 -1.684840 -5.725046 0.02 0.02 0.03 -0.10
C -3.131767 -1.083608 -4.513238 0.01 -0.02 -0.03 -0.06
H -3.564498 0.430439 -2.342762 0.05 0.07 -0.06 0.06
H -1.917659 1.194445 -2.314298 -0.07 0.02 -0.05 0.06
H -0.153052 0.358021 -3.835726 -0.02 0.00 -0.02 0.10
H 0.397429 -0.688501 -6.009993 0.00 0.00 0.00 0.10
H -1.312776 -2.016946 -7.216271 0.00 0.00 0.01 0.09
H -3.575170 -2.271307 -6.240378 0.00 0.00 0.00 0.09
H -4.115965 -1.212341 -4.077358 0.01 0.00 -0.01 0.11
```
Positions in Å, forces in eV/Å.

- total charge = -1
- relative energy (zero: lowest compared OMol25 entry of this formula, charge and spin) (eV) = 0.549

=====

no.,lowest unoccupied orbital energy (eV),Kohn-Sham gap (eV)
1,-2.286,7.77
2,-0.015,8.94
3,2.594,7.64